Entry 1:
Here is a molecular structure, C49H54BHfN9O6S2 from the Open Molecules 2025 dataset. Energies are from ωB97M-V/def2-TZVPD.

The value obtained for the HOMO energy is -8.16 eV. The orbital gap is 7.981 eV. Its charge is 0. As for the lowest unoccupied orbital energy: -0.18 eV.

Each line ends with the Löwdin charge.
Geometry (Å):
Hf1 -1.5268 -0.2012 -0.6402  1.816
C1 3.6328 -1.6154 4.5238  -0.061
C2 2.9602 -0.2584 4.3202  -0.553
C3 4.0486 0.8122 4.1754  -0.041
C4 2.0890 0.0589 5.5447  -0.034
C5 2.0567 -0.2462 3.0969  -0.129
C6 1.5048 0.9405 2.6335  0.036
C7 0.6035 0.9147 1.5962  -0.136
N1 0.2270 -0.1983 0.9600  0.008
C8 0.8504 -1.3315 1.3148  -0.209
C9 1.7155 -1.3937 2.3952  0.060
C10 0.5974 -2.5237 0.4799  -0.185
C11 1.4224 -3.6311 0.5198  0.057
C12 1.1410 -4.7493 -0.2601  -0.139
C13 -0.0047 -4.6899 -1.0368  0.042
C14 -0.7637 -3.5302 -1.0588  -0.089
N2 -0.4545 -2.4503 -0.3452  0.053
C15 2.0783 -5.9500 -0.2426  -0.556
C16 3.4671 -5.4908 -0.7074  -0.037
C17 2.1690 -6.4980 1.1879  -0.039
C18 1.5966 -7.0675 -1.1653  -0.063
H1 4.3010 -1.5616 5.3843  0.087
H2 4.2273 -1.9064 3.6557  0.092
H3 2.9069 -2.4051 4.7261  0.085
H4 4.7355 0.7484 5.0210  0.087
H5 3.6331 1.8195 4.1667  0.077
H6 4.6214 0.6741 3.2575  0.097
H7 2.6973 0.0401 6.4512  0.088
H8 1.2859 -0.6715 5.6554  0.092
H9 1.6345 1.0466 5.4588  0.085
H10 1.7341 1.8947 3.0865  0.122
H11 0.1553 1.8199 1.2405  0.060
H12 2.1201 -2.3513 2.6783  0.102
H13 2.3056 -3.6108 1.1398  0.112
H14 -0.3186 -5.5129 -1.6605  0.116
H15 -1.6503 -3.4639 -1.6714  0.085
H16 3.8864 -4.7323 -0.0454  0.081
H17 3.4227 -5.0687 -1.7125  0.094
H18 4.1522 -6.3402 -0.7223  0.087
H19 2.5175 -5.7399 1.8901  0.077
H20 2.8718 -7.3324 1.2207  0.088
H21 1.1973 -6.8546 1.5332  0.093
H22 1.5358 -6.7399 -2.2042  0.090
H23 0.6174 -7.4470 -0.8685  0.089
H24 2.3011 -7.8992 -1.1203  0.088
B1 -4.1996 -2.5856 -0.7998  -0.399
N3 -3.4570 -2.5837 0.5776  -0.061
C19 -3.5807 -3.5013 1.5338  -0.079
C20 -2.7666 -3.1545 2.6013  -0.040
C21 -2.1834 -1.9617 2.2033  -0.163
N4 -2.5911 -1.6216 0.9746  -0.050
N5 -4.6831 -1.1358 -1.0362  -0.058
C22 -5.9419 -0.7682 -1.2758  -0.075
C23 -5.9866 0.6008 -1.4536  -0.041
C24 -4.6695 1.0002 -1.2802  -0.131
N6 -3.8759 -0.0470 -1.0381  -0.041
H25 -5.1705 -3.2907 -0.6855  0.077
H26 -3.4758 -2.9482 -1.6832  0.057
H27 -4.2605 -4.3240 1.3923  0.120
H28 -2.6494 -3.6643 3.5401  0.091
H29 -1.5096 -1.3260 2.7474  0.090
H30 -6.7168 -1.5144 -1.2986  0.119
H31 -6.8414 1.2200 -1.6552  0.093
H32 -4.2795 1.9991 -1.3154  0.093
C25 -0.1720 6.6103 4.8146  -0.050
C26 -0.7566 5.4618 4.0412  -0.270
C27 -0.2114 5.0641 2.8258  -0.025
C28 -0.7639 4.0193 2.0992  -0.064
C29 -1.8787 3.3575 2.5909  -0.284
C30 -2.4466 3.7473 3.7983  -0.042
C31 -1.8805 4.7882 4.5135  -0.031
S1 -2.5909 1.9265 1.8119  0.590
O1 -4.0177 2.0768 1.8616  -0.272
O2 -2.0026 0.7996 2.4892  -0.315
N7 -2.0230 1.8833 0.2880  -0.219
C32 -2.3788 2.9975 -0.5037  -0.302
C33 -3.0386 4.1371 -0.1083  -0.028
C34 -3.2396 5.2121 -1.0047  -0.053
C35 -2.8130 5.1529 -2.2959  -0.038
C36 -2.2072 3.9614 -2.7622  -0.147
C37 -1.8138 3.7721 -4.1026  0.004
C38 -1.3160 2.5647 -4.4904  -0.027
C39 -1.2220 1.5329 -3.5394  -0.096
N8 -1.5543 1.6772 -2.2785  0.063
C40 -2.0201 2.8876 -1.8735  -0.175
H33 0.8417 6.8348 4.4854  0.075
H34 -0.1419 6.3926 5.8823  0.080
H35 -0.7720 7.5123 4.6811  0.085
H36 0.6545 5.5832 2.4330  0.116
H37 -0.3403 3.7509 1.1411  0.111
H38 -3.3253 3.2372 4.1691  0.120
H39 -2.3217 5.0848 5.4576  0.117
H40 -3.4331 4.2412 0.8886  0.102
H41 -3.7469 6.0950 -0.6397  0.109
H42 -2.9588 5.9788 -2.9798  0.111
H43 -1.9308 4.5844 -4.8100  0.122
H44 -1.0111 2.3706 -5.5087  0.114
H45 -0.8680 0.5656 -3.8478  0.099
C41 4.1038 2.1900 -6.8542  -0.051
C42 3.5378 1.7407 -5.5357  -0.270
C43 2.5827 2.5111 -4.8760  -0.033
C44 2.0808 2.1212 -3.6451  -0.056
C45 2.5304 0.9418 -3.0653  -0.288
C46 3.4836 0.1646 -3.7014  -0.052
C47 3.9780 0.5668 -4.9329  -0.033
S2 1.8305 0.4700 -1.5113  0.576
O3 1.5403 1.6997 -0.8015  -0.319
O4 2.7548 -0.4582 -0.8953  -0.298
N9 0.4375 -0.2031 -1.8722  -0.309
C48 0.4772 -1.2529 -2.8878  -0.188
C49 -0.9417 -1.6936 -3.2082  -0.642
O5 -1.1789 -2.4842 -4.0897  0.094
O6 -1.8580 -1.1411 -2.4376  -0.219
H46 3.3451 2.6803 -7.4637  0.077
H47 4.5060 1.3511 -7.4214  0.076
H48 4.9160 2.9037 -6.7011  0.085
H49 2.2340 3.4325 -5.3279  0.114
H50 1.3514 2.7250 -3.1220  0.107
H51 3.8336 -0.7442 -3.2296  0.115
H52 4.7197 -0.0418 -5.4353  0.113
H53 1.0501 -2.1392 -2.5876  0.125
H54 0.9236 -0.9022 -3.8259  0.121

Entry 2:
Here is 2 unconnected molecules or ions with the total composition C4H8N2O in a non-equilibrium geometry from the Open Molecules 2025 dataset. Energies are from ωB97M-V/def2-TZVPD.

The value obtained for the HOMO energy is -9.46 eV. The orbital gap is 10.014 eV. Its relative energy (zero: lowest compared OMol25 entry of this formula, charge and spin) is 4.982 eV. Its charge is 0. As for the lowest unoccupied orbital energy: 0.56 eV.

Each line ends with the Löwdin charge.
Geometry (Å):
C1 -2.4141 -0.4567 0.3637  -0.219
C2 1.0637 -0.1372 0.3525  -0.117
C3 -0.5859 1.2523 -0.3489  -0.127
C4 -1.2030 -1.0765 -0.0757  -0.427
N1 -3.3667 -0.2507 0.9557  0.190
N2 -0.2038 -0.1257 -0.3543  -0.227
O1 -1.1992 -2.1075 -1.0079  0.020
H1 0.7616 0.0712 1.5163  0.132
H2 1.7126 -1.1405 0.3706  0.118
H3 1.8028 0.5519 0.0082  0.060
H4 -1.6377 1.3372 -0.6297  0.083
H5 -0.4395 1.8784 0.5783  0.116
H6 -0.2194 1.8080 -1.1574  0.070
H7 -0.9007 -1.7616 1.2682  0.231
H8 -0.4154 -2.3920 -1.4580  0.097

Entry 3:
Here is C4H10S in the gas phase in a non-equilibrium geometry from the Open Molecules 2025 dataset. Energies are from ωB97M-V/def2-TZVPD.

The value obtained for the HOMO energy is -8.46 eV. The orbital gap is 9.542 eV. Its relative energy (zero: lowest compared OMol25 entry of this formula, charge and spin) is 0.843 eV. The structure (SMILES) is CCSCC. Its charge is 0. As for the lowest unoccupied orbital energy: 1.08 eV.

Each line ends with the Löwdin charge.
Geometry (Å):
C1 2.4937 -0.0544 -0.2300  -0.228
C2 1.1539 0.1075 0.1653  -0.607
S1 0.0752 -1.3418 -0.2315  0.841
C3 -1.3179 -0.5323 0.4516  -0.653
C4 -2.2240 0.2828 -0.4434  -0.182
H1 2.9568 -0.8662 0.2553  0.058
H2 2.6367 -0.0637 -1.3534  0.106
H3 2.9930 0.8679 0.1711  0.099
H4 0.6921 1.0505 -0.2822  0.108
H5 1.0871 0.2887 1.2785  0.097
H6 -0.9408 0.1340 1.2133  0.045
H7 -2.0976 -1.2371 0.9392  0.107
H8 -1.7603 0.8202 -1.2648  0.063
H9 -3.0179 -0.3497 -0.9465  0.087
H10 -2.7300 0.8937 0.2776  0.060